The following is a quantum chemistry calculation of a molecular structure, C22H42Cl2MnN5O4SSi4Te, from the Open Molecules 2025 dataset.

ORCA input file:
```
! RIJCOSX wB97M-V def2-TZVPD def2/J DEFGRID3
* xyz -1 6
Mn -0.56 -2.15 1.53
Cl -4.15 -7.12 -2.62
C -2.97 -6.15 -1.77
C -1.77 -5.80 -2.43
C -0.83 -5.05 -1.79
Cl 0.64 -4.65 -2.60
C -1.00 -4.56 -0.45
O -0.12 -3.85 0.12
C -2.23 -4.96 0.18
C -2.51 -4.62 1.55
O -1.85 -3.91 2.31
C -3.18 -5.75 -0.49
H -1.60 -6.14 -3.44
H -3.44 -5.08 1.95
H -4.10 -6.03 0.03
C -2.15 1.44 5.57
C -2.31 0.71 4.29
N -2.95 1.14 3.24
N -2.74 0.14 2.33
C -2.01 -0.88 2.76
S -1.49 -1.00 -0.57
N -1.77 -0.53 4.04
N -0.92 -1.25 4.87
H -2.64 2.41 5.50
H -1.08 1.59 5.77
H -2.58 0.88 6.40
H -2.98 0.28 1.36
H -1.33 -1.34 5.80
H -0.02 -0.77 4.91
N 1.24 -3.48 2.42
C 2.37 -3.04 3.24
C 2.80 -1.62 2.85
C 1.65 -0.68 3.18
O 1.64 -0.12 4.29
O 0.71 -0.63 2.32
H 0.75 -4.26 2.82
H 1.54 -3.77 1.49
H 3.22 -3.72 3.17
H 2.05 -3.02 4.28
H 3.02 -1.59 1.78
H 3.69 -1.34 3.41
C -1.00 3.97 -3.76
Si -1.29 2.36 -2.82
C -2.63 2.69 -1.54
C -1.92 1.05 -4.01
Si 0.71 1.67 -1.83
Te 0.65 -0.83 -1.63
Si 2.44 1.98 -3.37
C 1.90 1.43 -5.09
C 3.02 3.77 -3.49
C 3.93 0.94 -2.87
Si 1.12 2.71 0.22
C -0.26 2.38 1.44
C 1.27 4.57 -0.07
C 2.74 2.05 0.92
H -1.93 4.33 -4.20
H -0.28 3.84 -4.57
H -0.61 4.75 -3.10
H -3.57 2.95 -2.04
H -2.37 3.51 -0.87
H -2.79 1.80 -0.94
H -2.84 1.39 -4.49
H -2.13 0.13 -3.46
H -1.19 0.83 -4.79
H 1.09 2.06 -5.48
H 1.54 0.40 -5.07
H 2.74 1.49 -5.79
H 2.19 4.46 -3.69
H 3.75 3.87 -4.29
H 3.49 4.10 -2.56
H 3.67 -0.12 -2.84
H 4.28 1.22 -1.88
H 4.75 1.06 -3.58
H -1.22 2.74 1.07
H -0.05 2.85 2.40
H -0.34 1.30 1.61
H 0.34 4.97 -0.47
H 2.07 4.81 -0.77
H 1.47 5.08 0.88
H 2.70 0.95 0.94
H 2.90 2.39 1.94
H 3.59 2.34 0.31
*
```

- E_tot (Eh) = -5334.117659
- relative energy (zero: lowest compared OMol25 entry of this formula, charge and spin) (kJ/mol) = 126.3
- HOMO-LUMO gap (alpha / beta) (hartree) = 0.23572 / 0.24287
- LUMO (alpha / beta) (Eh) = 0.093 / 0.093

Atomic partial charges in e from the Mulliken method, atoms 1 to 5: atom 1 (Mn): 0.762, atom 2 (Cl): -0.274, atom 3 (C): 0.263, atom 4 (C): -0.629, atom 5 (C): 0.575

=====

The following is a quantum chemistry calculation of a molecular structure, C22H42Cl3N4O4SiSn, from the Open Molecules 2025 dataset.

ORCA input file:
```
! RIJCOSX wB97M-V def2-TZVPD def2/J DEFGRID3
* xyz -1 1
C -3.48 3.42 1.67
C -2.96 2.21 2.38
H -4.42 3.77 2.11
H -3.65 3.20 0.61
H -2.75 4.24 1.73
C -3.64 1.55 3.33
C -5.00 1.92 3.84
H -3.19 0.69 3.83
H -5.69 2.23 3.05
H -4.94 2.73 4.59
H -5.44 1.05 4.36
Sn -0.15 0.40 -0.88
Cl 1.16 2.35 -0.20
Cl -0.46 0.03 -3.29
H 3.67 -2.06 -4.12
H 4.32 0.64 -4.93
C 2.68 -1.60 -4.03
C 3.23 0.70 -4.76
N 2.82 -0.19 -3.68
H 2.10 -2.11 -3.26
C 2.53 0.28 -2.47
O 1.92 -0.40 -1.59
H 2.97 1.73 -4.49
H 2.84 1.32 -2.27
H 2.18 -1.69 -5.00
H 2.72 0.42 -5.69
H -4.06 0.36 0.15
H -4.00 -1.53 2.51
C -4.14 -0.65 -0.27
C -3.95 -2.22 1.65
N -3.33 -1.58 0.50
H -3.82 -0.64 -1.31
C -2.06 -1.84 0.17
O -1.52 -1.37 -0.88
H -3.38 -3.10 1.94
H -1.50 -2.49 0.87
H -5.18 -0.98 -0.19
H -4.98 -2.50 1.39
O -1.73 0.99 0.81
C -1.58 1.74 1.95
C -1.21 -0.44 3.10
C -0.86 0.89 2.98
H -1.96 -0.83 2.41
C -0.69 -1.22 4.14
H -0.99 2.64 1.72
C 0.06 1.47 3.86
H -1.01 -2.27 4.23
C 0.21 -0.65 5.04
C 0.58 0.69 4.90
H 0.30 2.52 3.73
H 0.61 -1.25 5.86
H 1.28 1.15 5.61
Si -2.09 2.66 -3.49
Cl -2.04 2.16 -1.37
C -3.03 1.28 -4.34
C -0.33 3.15 -3.85
C -3.18 4.19 -3.57
H -3.38 0.50 -3.65
H -2.44 0.80 -5.12
H -3.92 1.72 -4.82
H -4.23 3.91 -3.38
H -3.12 4.67 -4.55
H -2.87 4.92 -2.80
H 0.42 2.64 -3.23
H -0.21 4.23 -3.67
H -0.10 2.96 -4.90
C 1.58 -3.44 1.45
N 2.10 -2.17 1.89
C 1.66 -0.97 1.47
N 2.31 0.13 1.89
O 0.63 -0.91 0.71
H 0.75 -3.28 0.75
H 1.22 -4.02 2.31
H 2.37 -4.02 0.95
H 2.90 -2.17 2.52
H 2.08 1.03 1.48
H 3.06 0.04 2.57
*
```

- E_tot (Eh) = -3267.985307
- relative energy (zero: lowest compared OMol25 entry of this formula, charge and spin) (kJ/mol) = 0.0
- HOMO-LUMO gap (hartree) = 0.13727
- LUMO (Eh) = 0.096

Atomic partial charges in e from the Mulliken method, atoms 1 to 5: atom 1 (C): -1.619, atom 2 (C): 0.424, atom 3 (H): 0.479, atom 4 (H): 0.109, atom 5 (H): 0.311

=====

The following is a quantum chemistry calculation of a molecular structure, C22H42CoN4OS2Sb, from the Open Molecules 2025 dataset.

ORCA input file:
```
! RIJCOSX wB97M-V def2-TZVPD def2/J DEFGRID3
* xyz 2 5
Co 0.52 2.02 -0.75
C 1.64 1.90 3.40
C 1.52 1.84 1.92
N 0.47 2.20 1.26
N -0.66 2.55 1.90
C -1.73 2.50 1.15
N -2.91 2.88 1.65
S -1.74 1.87 -0.51
C 2.61 1.35 1.06
C 3.88 1.06 1.53
C 4.84 0.60 0.64
C 4.52 0.44 -0.70
C 3.23 0.74 -1.10
N 2.29 1.15 -0.25
H 0.71 2.24 3.84
H 2.43 2.60 3.67
H 1.91 0.93 3.81
H -2.95 3.27 2.58
H -3.74 2.83 1.09
H 4.12 1.22 2.57
H 5.84 0.36 1.00
H 5.25 0.10 -1.42
H 2.93 0.64 -2.13
C 1.54 -2.57 -1.83
C 1.04 -2.87 -0.43
C 2.08 -2.52 0.63
C 0.58 -4.31 -0.29
Sb -0.71 -1.44 -0.09
C -1.51 -1.73 2.02
C -2.89 -1.10 2.09
C -1.54 -3.22 2.32
C -0.54 -0.98 2.92
C -2.24 -1.77 -1.77
C -3.58 -1.25 -1.29
C -1.70 -0.98 -2.95
C -2.30 -3.26 -2.05
H 2.48 -3.12 -2.00
H 1.75 -1.51 -1.98
H 0.83 -2.90 -2.59
H 2.99 -3.11 0.44
H 1.73 -2.77 1.63
H 2.37 -1.47 0.61
H 1.44 -4.96 -0.51
H -0.21 -4.57 -1.00
H 0.25 -4.55 0.71
H -3.64 -1.68 1.55
H -2.90 -0.08 1.71
H -3.20 -1.06 3.14
H -2.09 -3.78 1.56
H -2.05 -3.37 3.27
H -0.54 -3.63 2.41
H -0.57 0.10 2.73
H 0.49 -1.33 2.80
H -0.82 -1.15 3.96
H -3.53 -0.22 -0.95
H -4.00 -1.87 -0.50
H -4.29 -1.29 -2.13
H -1.60 0.08 -2.70
H -2.41 -1.05 -3.78
H -0.74 -1.36 -3.29
H -2.57 -3.84 -1.17
H -1.36 -3.64 -2.46
H -3.07 -3.44 -2.80
C 1.29 5.86 -1.88
S 0.74 4.56 -2.99
C -1.00 4.99 -3.03
O 0.82 3.29 -2.14
H 1.17 6.83 -2.37
H 2.35 5.69 -1.66
H 0.71 5.82 -0.96
H -1.10 5.91 -3.60
H -1.38 5.10 -2.02
H -1.53 4.19 -3.54
*
```

- E_tot (Eh) = -3576.604018
- relative energy (zero: lowest compared OMol25 entry of this formula, charge and spin) (kJ/mol) = 0.0
- HOMO-LUMO gap (alpha / beta) (hartree) = 0.27481 / 0.23165
- LUMO (alpha / beta) (Eh) = -0.217 / -0.277

Atomic partial charges in e from the Mulliken method, atoms 1 to 5: atom 1 (Co): 1.401, atom 2 (C): -1.825, atom 3 (C): 0.575, atom 4 (N): 0.659, atom 5 (N): -1.175

=====

What is the relative energy (zero: lowest compared OMol25 entry of this formula, charge and spin) in the third record?
0.0 kJ/mol